{
  "formula": "C16H25CeClNO6P2",
  "method": "ωB97M-V/def2-TZVPD",
  "gap_ev": [3.259, 3.581],
  "e_lumo_ha": [-0.4150, -0.4032],
  "spin_multiplicity": 2,
  "charge": 2,
  "max_force_ha_per_bohr": 0.16761,
  "symbols": ["C", "C", "H", "H", "H", "O", "Cl", "Ce", "P", "C", "C", "H", "H", "H", "H", "H", "H", "C", "H", "H", "H", "P", "C", "C", "H", "H", "H", "C", "H", "H", "H", "H", "H", "H", "C", "O", "O", "C", "O", "C", "C", "C", "C", "C", "C", "N", "O", "O", "H", "H", "H", "H"],
  "coordinates": [[0.053, 0.020, -3.861], [0.764, -0.059, -2.588], [0.757, 0.123, -4.711], [-0.637, 0.891, -3.889], [-0.549, -0.893, -4.046], [1.928, -0.063, -2.270], [-3.731, 0.384, -0.439], [-1.233, 0.077, -0.024], [-0.127, 2.694, -0.812], [1.314, 3.397, 0.069], [-0.044, 3.364, -2.516], [-0.150, 4.459, -2.519], [-1.426, 4.730, -0.479], [-0.871, 2.920, -3.094], [-2.487, 3.273, -0.459], [2.249, 2.960, -0.305], [0.901, 3.086, -2.999], [-1.525, 3.693, -0.126], [1.359, 4.494, -0.009], [-1.506, 3.685, 0.972], [1.232, 3.139, 1.134], [0.073, -2.527, -0.374], [1.468, -2.999, 0.703], [-1.192, -3.689, 0.282], [-0.411, -2.992, -2.688], [0.259, -4.427, -1.862], [1.357, -3.098, -2.352], [0.356, -3.338, -1.976], [-2.153, -3.509, -0.223], [-0.845, -4.715, 0.085], [1.555, -4.096, 0.750], [1.270, -2.633, 1.723], [-1.316, -3.542, 1.363], [2.407, -2.564, 0.334], [1.377, 0.240, 0.225], [2.480, 0.316, 0.566], [-0.884, 0.981, 2.141], [-1.217, -0.109, 2.765], [-1.721, -1.071, 2.072], [-1.039, -0.235, 4.230], [-1.234, -1.485, 4.842], [-1.145, -1.625, 6.219], [-0.865, -0.496, 7.016], [-0.648, 0.767, 6.410], [-0.738, 0.885, 5.025], [-0.787, -0.677, 8.416], [-0.970, -1.856, 8.818], [-0.538, 0.267, 9.191], [-1.419, -2.358, 4.212], [-1.299, -2.610, 6.673], [-0.393, 1.629, 7.017], [-0.549, 1.834, 4.533]],
  "lowdin_spin": [0.011, 0.035, 0.001, 0.000, 0.000, 0.042, -0.010, 0.989, -0.022, -0.003, -0.002, -0.001, -0.001, 0.000, 0.000, 0.000, 0.000, -0.004, -0.001, 0.000, 0.000, -0.023, -0.003, -0.007, 0.000, 0.000, 0.000, 0.000, 0.000, -0.001, -0.001, 0.000, 0.000, 0.000, 0.003, 0.001, 0.000, 0.000, -0.004, 0.000, 0.000, 0.000, 0.000, 0.000, 0.000, 0.000, 0.000, 0.000, 0.000, 0.000, 0.000, 0.000]
}